Molecular formula: C29H53N4O7
Method: DFT, the ωB97M-V functional and the def2-TZVPD basis

Positions of all 93 atoms, in Å:
C: 2.568 -0.435 7.667
C: 1.072 -0.474 7.300
O: 0.882 0.184 6.043
C: 1.151 -0.682 4.963
C: 0.732 0.038 3.679
O: 1.186 1.378 3.622
C: 0.145 2.340 3.659
C: -0.730 2.372 2.411
O: -0.178 3.128 1.328
C: 0.959 2.520 0.752
N: 0.828 2.452 -0.713
C: 1.703 3.311 -1.513
C: 1.105 4.747 -1.519
C: 1.561 5.572 -2.714
O: -0.306 4.750 -1.425
C: -0.056 1.674 -1.275
N: -0.268 1.537 -2.599
C: -0.292 0.166 -3.116
C: 0.982 -0.276 -3.864
O: 1.901 0.799 -4.084
C: 3.220 0.321 -4.007
C: 4.042 0.894 -3.067
C: 5.325 0.410 -2.970
C: 5.782 -0.594 -3.773
C: 4.951 -1.159 -4.716
C: 3.673 -0.677 -4.823
O: -0.541 -0.782 -2.104
C: -1.429 -0.279 -1.108
N: -2.713 0.060 -1.694
C: -1.554 -1.421 -0.047
C: -2.999 -1.868 0.275
C: -2.998 -2.490 1.717
C: -4.393 -2.299 2.362
C: -5.417 -3.313 1.772
C: -6.309 -2.706 0.670
C: -7.380 -1.736 1.215
C: -7.036 -0.225 1.166
O: -6.010 0.115 0.243
C: -5.214 1.171 0.743
N: -0.828 0.882 -0.407
H: 3.153 -1.070 6.997
H: 2.688 -0.779 8.697
H: 2.894 0.597 7.519
H: 0.508 0.113 8.028
H: 0.687 -1.502 7.300
H: 0.514 -1.582 5.033
H: 2.188 -1.042 4.931
H: 1.202 -0.499 2.839
H: -0.352 -0.082 3.567
H: 0.605 3.309 3.872
H: -0.518 2.131 4.514
H: -1.013 1.352 2.126
H: -1.660 2.882 2.682
H: 1.087 1.504 1.130
H: 1.828 3.138 0.990
H: 2.654 3.375 -0.977
H: 1.923 2.922 -2.509
H: 1.486 5.251 -0.616
H: 1.185 5.059 -3.612
H: 1.127 6.571 -2.704
H: 2.650 5.614 -2.796
H: -0.593 4.945 -0.527
H: 0.209 2.202 -3.196
H: -1.130 0.089 -3.824
H: 0.717 -0.806 -4.785
H: 1.478 -1.022 -3.232
H: 3.662 1.678 -2.426
H: 5.966 0.853 -2.213
H: 6.787 -0.987 -3.666
H: 5.274 -1.972 -5.355
H: 2.994 -1.117 -5.549
H: -2.906 -0.560 -2.473
H: -2.721 1.010 -2.055
H: -1.008 -2.281 -0.447
H: -1.033 -1.125 0.867
H: -3.716 -1.054 0.300
H: -3.269 -2.680 -0.404
H: -2.288 -1.956 2.363
H: -2.720 -3.546 1.676
H: -4.795 -1.294 2.194
H: -4.307 -2.428 3.447
H: -6.021 -3.759 2.567
H: -4.836 -4.103 1.278
H: -6.858 -3.562 0.253
H: -5.709 -2.309 -0.149
H: -8.349 -1.904 0.741
H: -7.522 -1.980 2.275
H: -6.848 0.163 2.175
H: -7.948 0.297 0.834
H: -4.914 0.988 1.784
H: -5.747 2.127 0.637
H: -4.293 1.258 0.156
H: -1.611 1.443 -0.067

Spin multiplicity ... 1
Net charge ... +1
E_tot ... -1882.1880 hartree

Molecular formula: C11H15N
Method: DFT, the ωB97M-V functional and the def2-TZVPD basis

Positions of all 27 atoms, in Å:
C: 1.172 -1.374 2.130
C: -0.224 -1.617 1.661
C: -1.219 -2.333 2.273
N: -2.337 -2.330 1.464
C: -2.112 -1.488 0.388
C: -2.928 -1.227 -0.690
C: -2.466 -0.400 -1.704
C: -1.138 0.047 -1.657
C: -0.308 -0.274 -0.608
C: -0.759 -1.061 0.453
H: 1.272 -0.492 2.765
H: 1.803 -1.211 1.253
H: 1.648 -2.215 2.635
H: -1.194 -2.904 3.185
H: -3.179 -2.862 1.620
H: -3.952 -1.574 -0.767
H: -3.191 -0.149 -2.464
H: -0.765 0.675 -2.457
H: 0.766 -0.138 -0.684
C: 2.303 2.434 -1.691
C: 2.513 3.374 -0.494
H: 3.200 1.955 -2.084
H: 1.735 1.536 -1.421
H: 1.698 2.890 -2.472
H: 3.396 3.032 0.042
H: 1.661 3.314 0.182
H: 2.604 4.392 -0.859

Spin multiplicity ... 1
SMILES ... Cc1c[nH]c2ccccc12.CC
ΔE to the lowest compared entry with this formula, charge and spin ... 47.13 kJ/mol
E_tot ... -482.8972 hartree

Molecular formula: C22H33N3O4S
Method: DFT, the ωB97M-V functional and the def2-TZVPD basis

Positions of all 63 atoms, in Å:
C: 2.756 2.047 -2.493
C: 2.308 0.861 -1.637
C: 2.352 1.204 -0.149
O: 3.011 -0.336 -1.965
C: 4.389 -0.396 -1.635
C: 4.671 -1.425 -0.533
C: 4.475 -2.857 -1.023
N: 3.092 -3.115 -1.358
C: 2.473 -4.242 -0.986
O: 3.004 -5.143 -0.369
C: 1.007 -4.378 -1.441
N: 0.343 -3.147 -1.743
C: -0.087 -2.742 -2.977
C: -0.697 -1.528 -2.897
C: -0.646 -1.134 -1.532
C: -1.052 -0.001 -0.828
C: -0.786 0.048 0.518
S: -1.217 1.549 1.385
O: -0.687 2.664 0.647
O: -0.819 1.411 2.759
N: -2.862 1.579 1.232
C: -3.521 2.634 0.510
C: -4.557 3.412 1.332
C: -4.159 3.581 2.799
C: -4.609 2.406 3.670
C: -3.742 1.159 3.515
C: -3.610 0.675 2.069
C: -0.152 -0.988 1.203
C: 0.262 -2.120 0.534
C: 0.019 -2.181 -0.835
H: 2.085 2.882 -2.318
H: 3.767 2.360 -2.241
H: 2.727 1.780 -3.547
H: 1.279 0.607 -1.908
H: 1.596 1.953 0.071
H: 3.325 1.596 0.142
H: 2.133 0.321 0.446
H: 4.928 -0.685 -2.546
H: 4.758 0.582 -1.320
H: 5.704 -1.308 -0.203
H: 4.013 -1.236 0.315
H: 4.761 -3.578 -0.253
H: 5.101 -3.030 -1.907
H: 2.608 -2.354 -1.817
H: 0.477 -4.917 -0.647
H: 1.005 -5.013 -2.331
H: 0.075 -3.365 -3.836
H: -1.127 -0.972 -3.704
H: -1.535 0.833 -1.312
H: -2.718 3.300 0.189
H: -4.006 2.218 -0.386
H: -4.681 4.390 0.864
H: -5.523 2.904 1.282
H: -3.077 3.699 2.874
H: -4.625 4.491 3.185
H: -4.576 2.710 4.719
H: -5.649 2.164 3.433
H: -2.738 1.365 3.884
H: -4.168 0.350 4.113
H: -3.073 -0.281 2.062
H: -4.594 0.519 1.617
H: 0.019 -0.861 2.260
H: 0.770 -2.921 1.048

Spin multiplicity ... 1
SMILES ... CC(C)OCCCNC(=O)Cn1ccc2cc(S(=O)(=O)N3CCCCCC3)ccc21
ΔE to the lowest compared entry with this formula, charge and spin ... 151.84 kJ/mol
E_tot ... -1721.5487 hartree

Molecular formula: C24H37N10O3SW
Method: DFT, the ωB97M-V functional and the def2-TZVPD basis

Positions of all 76 atoms, in Å:
W: -0.540 -0.072 -0.459
C: 3.165 -0.319 2.032
C: 2.094 -0.467 1.018
N: 1.008 0.234 0.998
N: 0.884 1.301 1.858
C: 0.000 2.103 1.372
O: -0.639 1.696 0.234
C: -0.359 3.382 1.931
C: 0.416 3.932 2.960
C: 0.065 5.155 3.496
C: -1.054 5.829 3.015
C: -1.828 5.284 1.997
C: -1.483 4.064 1.449
C: 2.247 -1.318 -0.174
C: 3.358 -2.100 -0.392
C: 3.527 -2.718 -1.630
C: 2.582 -2.501 -2.612
C: 1.473 -1.718 -2.321
N: 1.283 -1.149 -1.124
H: 2.833 0.305 2.854
H: 4.044 0.140 1.571
H: 3.472 -1.297 2.406
H: 1.287 3.402 3.320
H: 0.662 5.589 4.285
H: -1.325 6.787 3.439
H: -2.698 5.815 1.636
H: -2.087 3.627 0.664
H: 4.106 -2.204 0.382
H: 4.398 -3.331 -1.822
H: 2.691 -2.920 -3.602
H: 0.726 -1.532 -3.077
N: -1.315 -1.804 1.850
N: -1.925 -2.948 1.313
C: -2.069 -3.101 -0.004
N: -2.823 -4.068 -0.476
N: -1.354 -2.228 -0.780
N: -1.787 -1.931 -2.016
O: -1.232 -0.837 -2.399
O: -2.570 -2.540 -2.663
H: -0.528 -2.082 2.432
H: -1.988 -1.309 2.434
H: -2.339 -3.629 1.940
H: -3.347 -4.674 0.141
H: -2.899 -4.235 -1.469
C: -4.271 4.453 -1.748
C: -2.881 4.753 -2.293
C: -2.285 3.669 -3.187
C: -2.130 2.301 -2.523
N: -3.360 1.506 -2.606
C: -3.837 0.636 -1.741
S: -3.032 0.170 -0.234
N: -5.005 0.042 -1.932
C: -6.002 0.365 -2.969
C: -6.970 1.470 -2.559
C: -8.021 1.063 -1.527
C: -7.485 0.752 -0.131
H: -4.661 5.307 -1.196
H: -4.275 3.597 -1.065
H: -4.973 4.248 -2.560
H: -2.189 4.941 -1.465
H: -2.914 5.679 -2.868
H: -1.289 3.984 -3.501
H: -2.863 3.561 -4.112
H: -1.880 2.433 -1.472
H: -1.333 1.744 -3.024
H: -3.934 1.694 -3.418
H: -5.318 -0.555 -1.181
H: -6.537 -0.561 -3.178
H: -5.476 0.619 -3.891
H: -7.478 1.797 -3.469
H: -6.399 2.329 -2.194
H: -8.588 0.209 -1.906
H: -8.736 1.883 -1.452
H: -7.013 -0.234 -0.067
H: -8.298 0.739 0.594
H: -6.762 1.503 0.199

Spin multiplicity ... 3
Net charge ... +3
ΔE to the lowest compared entry with this formula, charge and spin ... 99.81 kJ/mol
E_tot ... -2174.3119 hartree

Number 2 is which compound? C11H15N

Among the records above, which one has the highest spin multiplicity? C24H37N10O3SW

spin multiplicity of number 1 (C29H53N4O7)? 1